[1]
Formula: C30H31BrF7IN2O5S
Source: OMol25
Level of theory: ωB97M-V/def2-TZVPD

```
78
Properties=species:S:1:pos:R:3:lowdin_charge:R:1
I 3.71 6.07 -3.94 0.6468
Br -1.49 2.14 2.89 0.6668
S 4.63 -0.93 -3.70 0.8395
F -4.02 -2.91 -1.12 -0.0103
F -5.59 -0.93 -1.18 0.0084
F -5.29 -0.79 -4.05 0.0423
F -3.73 0.69 -0.84 0.0339
F -5.44 1.33 -2.96 0.0160
F -3.31 0.72 -3.83 0.0497
F -2.86 -2.08 -3.03 0.0230
O 0.02 -2.24 -2.26 -0.0150
O -5.23 -5.34 0.58 -0.1512
O 1.00 4.17 1.90 -0.2934
O 4.10 -3.72 -4.49 -0.1535
O -0.63 -1.78 3.07 -0.0208
N 6.14 -4.79 -4.10 -0.0686
N 6.44 -3.46 -3.73 -0.0079
C 3.10 3.68 -2.03 -0.3180
C -1.90 -1.52 -0.63 0.0581
C -2.06 -1.43 0.87 -0.0065
C -4.52 0.16 -3.18 -0.1334
C 2.72 1.56 -0.30 -0.0101
C 5.12 -2.75 -3.98 -0.4209
C 2.16 5.21 1.37 -0.0124
C 1.34 0.75 2.15 -0.0457
C 2.49 1.66 1.35 -0.0280
C 1.16 0.84 3.78 -0.1894
C -3.22 -1.74 -1.63 -0.1232
C 0.68 -0.38 -0.47 0.0356
C -3.51 -1.47 1.65 -0.1348
C 3.83 2.48 -1.13 -0.1617
C -1.00 0.46 5.38 -0.1487
C 3.90 5.13 -1.93 -0.6136
C 2.35 4.08 2.67 -0.1295
C 4.71 -5.07 -4.58 -0.0085
C -5.42 -3.32 2.19 -0.1723
C 2.09 0.38 -2.88 -0.2028
C 2.79 -1.03 -3.36 -0.4986
C 0.46 -0.26 1.17 0.0117
C -0.73 -1.21 1.86 -0.1619
C 1.83 0.51 -1.26 -0.0178
C -0.34 -1.45 -1.25 -0.1439
C -0.24 1.49 4.30 -0.6808
C -3.81 -3.04 2.07 -0.1840
C 3.38 2.68 2.27 -0.1053
C -6.08 -4.17 0.94 -0.2361
C -4.23 -0.45 -1.66 -0.0903
H 1.54 6.20 1.57 0.1115
H 1.97 4.78 0.29 0.0895
H -5.12 -5.41 -0.42 0.0992
H 3.74 2.25 3.30 0.1001
H 2.44 4.55 3.84 0.1675
H 0.05 2.44 4.96 0.1006
H 5.05 5.01 -1.75 0.0611
H -4.39 -0.95 1.08 0.1083
H 1.97 3.84 -1.74 0.1167
H -3.40 -0.89 2.69 0.1209
H -5.97 -2.26 2.24 0.1221
H 2.17 -1.45 -4.27 0.1093
H -1.41 1.16 6.26 0.0931
H -0.29 -0.37 5.79 0.0867
H 2.04 1.39 4.35 0.1150
H -5.60 -3.89 3.20 0.1150
H 2.62 -1.81 -2.48 0.0999
H 4.50 1.83 -1.87 0.1147
H -6.28 -3.46 0.00 0.1165
H 4.29 3.18 1.73 0.0979
H 2.69 1.26 -3.36 0.0899
H -3.25 -3.79 1.33 0.1278
H 4.21 -6.09 -4.91 0.1411
H -3.36 -3.21 3.15 0.1195
H 3.40 5.88 -1.15 0.0533
H 4.59 3.04 -0.42 0.0948
H 1.19 -0.28 4.19 0.1197
H -7.14 -4.63 1.22 0.1268
H 1.01 0.40 -3.39 0.1364
H 3.13 3.39 -3.19 0.0563
H -1.89 -0.03 4.80 0.0558
```

* Kohn-Sham gap: 6.72 eV
* structure (SMILES): C[C@H](Br)Cc1c(C[C@H]2CO2)c(CCCI)c(CCSc2nnco2)c2c1C(=O)C(CCCCO)=C(C(F)(F)C(F)(F)C(F)(F)F)C2=O



[2]
Formula: C30H31BrF7O6
Source: OMol25
Level of theory: ωB97M-V/def2-TZVPD

```
75
Properties=species:S:1:pos:R:3:lowdin_charge:R:1
Br 2.03 1.40 4.70 0.8841
F -4.98 1.96 -0.89 0.1051
F 0.03 -2.08 -4.32 0.1118
F 2.16 -2.33 -4.46 0.0936
F -5.06 2.43 1.22 0.1381
F -5.70 0.03 1.85 0.0940
F 1.35 -0.46 -3.75 0.0665
F -4.54 -0.84 0.23 0.1035
O -3.16 1.18 2.67 0.1414
O -1.69 0.12 4.69 -0.1277
O 0.74 -1.82 -6.98 -0.1581
O 0.61 0.41 -6.26 -0.1243
O 1.74 2.61 -2.77 -0.0500
O -0.42 0.98 -1.77 0.1433
C -0.20 1.24 0.58 0.0026
C -0.94 1.19 -0.71 -0.2834
C 3.89 -0.16 2.29 -0.1447
C -0.79 0.51 -6.33 -0.2979
C 1.10 1.31 3.02 -0.4600
C -0.30 1.31 3.02 -0.1326
C 1.21 -0.94 -6.16 -0.5463
C 1.57 -2.80 0.83 -0.0757
C 1.16 -1.45 -4.68 -0.5308
C -5.35 0.18 0.56 -0.2934
C -2.59 -2.30 3.57 -0.0893
C 3.30 -1.17 1.35 -0.2464
C -2.39 1.36 -0.72 0.1243
C -3.11 1.41 0.39 -0.0253
C 1.97 2.66 -1.38 -0.2319
C 2.03 -2.90 -0.48 -0.0681
C -1.11 -1.99 3.64 -0.2239
C -4.61 1.53 0.34 -0.4282
C -1.06 1.34 4.34 -0.1936
C -2.45 1.28 1.70 -0.2556
C 2.04 1.29 -0.66 -0.1043
C 1.21 1.26 0.61 -0.0533
C 2.20 -1.94 1.73 -0.0443
C -1.52 0.47 -4.99 -0.0893
C 3.38 1.27 1.97 -0.1669
C 3.15 -2.16 -0.86 -0.0647
C -0.96 1.27 1.77 -0.0027
C 3.78 -1.33 0.05 -0.0591
C -0.82 -1.00 4.78 -0.2238
C 1.87 1.28 1.86 -0.1801
H 1.59 1.70 -3.07 0.0595
H 1.79 -1.87 2.74 0.0997
H 2.91 3.19 -1.24 0.1121
H 3.59 -0.47 3.29 0.0720
H -6.26 0.16 -0.04 0.1668
H 2.29 -0.67 -6.26 0.1345
H -1.20 -0.24 -7.02 0.1064
H -0.72 -1.55 2.72 0.0912
H 1.20 3.28 -0.92 0.1148
H 3.50 -2.23 -1.88 0.1041
H -2.88 1.43 -1.68 0.1441
H -0.98 1.49 -6.78 0.1028
H 1.69 0.51 -1.32 0.1059
H -2.53 0.89 -5.10 0.0632
H -0.59 -2.92 3.88 0.1089
H 1.54 -3.54 -1.20 0.1045
H 3.07 1.08 -0.47 0.0765
H 3.72 1.96 2.73 0.0762
H -3.18 -1.44 3.27 0.0570
H 0.23 -0.71 4.81 0.0697
H 4.63 -0.75 -0.27 0.1172
H -1.63 -0.54 -4.61 0.0583
H -0.43 1.68 5.15 0.0628
H -2.94 -2.59 4.56 0.0766
H 0.72 -3.37 1.16 0.0956
H 3.86 1.57 1.05 0.1017
H 4.98 -0.20 2.25 0.1173
H -1.87 2.06 4.25 0.1235
H -2.80 -3.09 2.85 0.0707
H -1.02 -1.52 5.72 0.1216
H -0.99 1.06 -4.24 0.0520
```

* net charge: -1
* Kohn-Sham gap: 4.23 eV



[3]
Formula: C30H31MoN2O5
Source: OMol25
Level of theory: ωB97M-V/def2-TZVPD

```
69
Properties=species:S:1:pos:R:3:nbo_charge:R:1
Mo 0.12 1.19 0.44 1.3845
O 1.39 1.48 5.35 -0.4462
O 0.24 1.27 2.46 -0.6453
O 4.86 0.94 2.06 -0.4622
O 4.34 1.24 5.00 -0.3944
O 2.03 1.15 0.77 -0.6074
N 1.09 0.80 -1.58 -0.7576
N -1.90 2.01 1.18 -0.3748
C 0.90 -1.99 1.51 -0.6130
C -1.90 -2.87 -0.99 -0.1760
C -2.66 1.11 2.06 -0.4204
C 3.80 1.07 2.61 0.4234
C -0.45 2.81 -0.81 -0.3085
C -2.17 -3.84 -1.95 -0.2159
C -0.10 -4.92 -1.42 -0.1898
C -0.65 -0.49 0.31 -0.1690
C 0.47 3.64 -1.46 -0.2342
C 1.60 -0.51 -1.97 0.1951
C -2.25 4.11 -1.77 -0.2129
C 0.84 -1.29 -2.83 -0.2722
C 2.60 -2.93 -2.83 -0.2069
C 2.84 -0.93 -1.52 -0.2656
C -0.48 -1.88 0.87 -0.1433
C 0.18 -3.94 -0.47 -0.2072
C -1.81 3.08 -0.95 0.0349
C 1.98 1.33 4.33 0.4230
C 3.34 -2.15 -1.96 -0.1834
C 0.04 4.69 -2.25 -0.1846
C 1.46 1.24 2.95 0.2076
C -1.32 4.91 -2.43 -0.1727
C -0.72 -2.91 -0.24 -0.0357
C -1.72 3.29 1.93 -0.4332
C -2.69 2.28 -0.05 -0.2651
C 3.53 1.20 4.14 0.3989
C -1.27 -4.87 -2.16 -0.2060
C 2.46 1.14 2.03 0.1502
C -1.54 -2.10 1.97 -0.5879
C 1.35 -2.51 -3.27 -0.1648
H -1.13 4.00 1.35 0.2254
H -2.70 3.72 2.13 0.2086
H 3.00 -3.87 -3.18 0.2302
H 0.77 -3.12 -3.94 0.2314
H -3.56 1.61 2.41 0.2116
H 1.70 -1.85 0.79 0.2261
H -0.13 -0.95 -3.17 0.2179
H -1.48 -5.63 -2.90 0.2279
H 1.54 3.50 -1.32 0.2165
H -1.66 5.72 -3.06 0.2355
H 0.61 -5.72 -1.58 0.2256
H 1.10 -4.00 0.08 0.2240
H 0.45 1.12 -2.30 0.4189
H 4.31 -2.48 -1.62 0.2333
H -2.64 -2.10 -0.81 0.1893
H 0.76 5.34 -2.73 0.2349
H -1.49 -0.35 -0.41 0.2228
H -3.09 -3.79 -2.51 0.2236
H -2.04 0.86 2.92 0.2447
H -2.97 1.32 -0.49 0.2119
H -2.93 0.21 1.53 0.2086
H -1.22 3.07 2.87 0.2452
H -1.41 -3.11 2.36 0.2419
H -3.31 4.32 -1.87 0.2282
H -2.56 -2.02 1.58 0.2108
H 3.42 -0.30 -0.86 0.2400
H 1.86 1.46 -1.59 0.4166
H -1.41 -1.39 2.79 0.2172
H 1.02 -2.97 1.98 0.2348
H 1.00 -1.25 2.30 0.2127
H -3.62 2.80 0.21 0.2224
```

* net charge: +1
* Kohn-Sham gap: 7.07 eV



These records have max |F| values of 8.27, 1.09, 0.42 eV Å⁻¹, in the order they appear.
These records have M values of 871.45, 700.46, 595.53 g mol⁻¹, in the order they appear.
These records have DFT total energy values of -5615.306788, -4886.312025, -1715.426957 a.u., in the order they appear.